Entry 1:
{"formula": "C28H29N2O15", "method": "ωB97M-V with the def2-TZVPD basis set", "symbols": ["C", "C", "C", "N", "C", "C", "C", "C", "N", "C", "C", "O", "C", "O", "O", "H", "H", "H", "H", "H", "H", "H", "H", "H", "H", "H", "H", "H", "H", "H", "H", "H", "C", "C", "C", "O", "C", "C", "C", "O", "O", "O", "H", "H", "H", "H", "C", "C", "C", "O", "C", "C", "C", "O", "O", "O", "H", "H", "H", "H", "C", "C", "C", "O", "C", "C", "C", "O", "O", "O", "H", "H", "H", "H"], "coordinates": [[1.7973, -3.6390, 1.4556], [2.3289, -2.3853, 1.7482], [1.4783, -1.1029, 1.4901], [2.1256, -0.0396, 2.3090], [-0.0072, -1.3787, 1.8940], [-0.9415, -0.1269, 1.6929], [-2.3103, -0.3845, 2.4596], [-3.5521, 0.2731, 1.7801], [-4.3106, -0.6114, 0.8388], [-3.4827, -1.6212, 0.2172], [-3.4671, -3.0672, 0.8045], [-2.8208, -1.3834, -0.7511], [1.6638, -0.6968, -0.0239], [1.3851, -1.5537, -0.8715], [2.0445, 0.4644, -0.3566], [2.1157, -4.2695, 0.5973], [0.9891, -4.0322, 2.1184], [3.3654, -2.3227, 2.1502], [1.6639, 0.8486, 2.1190], [2.0727, -0.2889, 3.2964], [-0.4811, -2.2198, 1.3472], [-0.0182, -1.6151, 2.9915], [-0.4475, 0.7397, 2.1865], [-1.1015, 0.1048, 0.6203], [-2.4310, -1.4604, 2.7050], [-2.1831, 0.1411, 3.4400], [-3.3043, 1.2592, 1.3165], [-4.2638, 0.5239, 2.6108], [-4.6302, 0.0086, 0.0902], [-3.6703, -3.8253, 0.0163], [-4.2066, -3.1306, 1.6362], [-2.4704, -3.2724, 1.2635], [7.0302, 2.2022, -0.1265], [7.5170, 2.8645, 0.9253], [6.6190, 3.4732, 1.9563], [7.1220, 4.0528, 2.9097], [5.1837, 3.3503, 1.7729], [4.6835, 2.6874, 0.7136], [5.5844, 2.0556, -0.3034], [5.0936, 1.4520, -1.2326], [3.3800, 2.5606, 0.5213], [8.8417, 3.0191, 1.1153], [7.6709, 1.7570, -0.8755], [4.5476, 3.8092, 2.5163], [3.2689, 2.0323, -0.3044], [8.9251, 3.5297, 1.9432], [-8.3712, 2.4204, 1.1565], [-9.4006, 2.0546, 0.3877], [-9.8499, 0.6310, 0.3062], [-10.8063, 0.3506, -0.3945], [-9.1124, -0.3668, 1.0737], [-8.0775, -0.0059, 1.8428], [-7.6452, 1.4261, 1.9451], [-6.7143, 1.7192, 2.6677], [-7.3891, -0.9124, 2.5515], [-10.0843, 2.9455, -0.3489], [-8.0391, 3.4471, 1.2250], [-9.4371, -1.3946, 0.9915], [-6.6950, -0.4124, 3.0220], [-10.7743, 2.4294, -0.8082], [4.2723, -1.6806, -6.3693], [4.7584, -0.4427, -6.4860], [5.1039, 0.3817, -5.2854], [5.5631, 1.5009, -5.4512], [4.8701, -0.1931, -3.9687], [4.3788, -1.4343, -3.8468], [4.0584, -2.2694, -5.0468], [3.6321, -3.3989, -4.8948], [4.1538, -1.9803, -2.6504], [4.9641, 0.1278, -7.6875], [4.0215, -2.2856, -7.2298], [5.1042, 0.4158, -3.1065], [3.7990, -2.8717, -2.8254], [5.3190, 1.0166, -7.4932]], "gap_ev": 4.025, "spin_multiplicity": 1, "total_charge": -1}

---

Entry 2:
{"formula": "C34H57DyN3O3Si", "method": "ωB97M-V with the def2-TZVPD basis set", "symbols": ["O", "O", "C", "C", "H", "H", "H", "H", "H", "C", "C", "H", "H", "H", "H", "H", "C", "C", "C", "H", "H", "H", "H", "H", "C", "H", "H", "H", "H", "H", "H", "N", "C", "C", "C", "C", "H", "H", "H", "C", "H", "H", "H", "N", "C", "C", "C", "C", "H", "C", "H", "C", "H", "C", "C", "C", "C", "C", "C", "H", "C", "H", "C", "H", "C", "C", "Dy", "H", "H", "H", "H", "H", "H", "H", "H", "H", "H", "H", "H", "H", "C", "Si", "H", "H", "C", "C", "C", "H", "H", "H", "H", "H", "H", "H", "H", "H", "O", "C", "N"], "coordinates": [[1.1478, -1.2734, 0.3352], [0.9577, -0.1633, -4.1712], [2.5867, -1.6466, 0.2433], [2.8651, -2.9505, 0.9741], [3.1208, -0.7990, 0.6802], [2.8028, -1.7238, -0.8304], [2.5585, -2.9254, 2.0296], [3.9395, -3.1647, 0.9536], [2.3605, -3.7906, 0.4844], [0.2752, -2.4119, -0.0015], [0.5344, -2.9506, -1.3932], [-0.7647, -2.0810, 0.1365], [0.4737, -3.2029, 0.7279], [0.5968, -2.1517, -2.1456], [-0.2874, -3.6215, -1.6666], [1.4703, -3.5236, -1.4385], [-0.1094, 0.4193, -4.9464], [1.8859, -0.9147, -4.9644], [-1.4197, -0.3293, -4.7686], [0.1446, 0.4275, -6.0211], [-0.1910, 1.4495, -4.5760], [-1.3439, -1.3778, -5.0899], [-2.2040, 0.1245, -5.3855], [-1.7603, -0.2928, -3.7249], [1.2601, -2.0801, -5.7186], [2.6490, -1.2650, -4.2590], [2.3457, -0.2175, -5.6826], [0.6553, -2.7264, -5.0669], [2.0485, -2.6997, -6.1594], [0.6417, -1.7287, -6.5560], [1.6419, 0.7705, -2.0849], [-1.0105, -0.9860, 3.4276], [-1.8847, -0.3938, 4.2630], [-2.5409, 0.8306, 4.0714], [-2.6202, 1.5944, 2.9066], [-2.3183, -1.0888, 5.5253], [-1.5367, -1.7031, 5.9808], [-3.2088, -1.7107, 5.3441], [-2.6506, -0.3177, 6.2365], [-3.6175, 2.7202, 2.8316], [-4.2838, 2.6327, 1.9600], [-3.1236, 3.7033, 2.7959], [-4.2212, 2.6890, 3.7540], [-1.8317, 1.3075, 1.8678], [-0.6975, -2.3952, 3.5829], [0.5559, -2.8046, 4.0988], [1.5725, -1.7892, 4.5557], [0.8235, -4.1730, 4.2108], [1.7786, -4.4914, 4.6425], [-0.1105, -5.1289, 3.7810], [0.1313, -6.1886, 3.8432], [-1.3438, -4.7184, 3.2874], [-2.0995, -5.4567, 2.9941], [-1.6410, -3.3680, 3.1729], [-2.9971, -2.9993, 2.6731], [-1.9941, 1.9192, 0.5816], [-1.2861, 3.1056, 0.2912], [-0.2827, 3.6354, 1.2770], [-1.5074, 3.7183, -0.9317], [-0.9990, 4.6680, -1.1366], [-2.3571, 3.1265, -1.8656], [-2.5158, 3.6102, -2.8254], [-2.9828, 1.9057, -1.5986], [-3.6264, 1.4243, -2.3412], [-2.8156, 1.2830, -0.3701], [-3.4083, -0.0599, -0.0433], [0.1250, 0.1728, 1.7576], [2.3801, -1.6460, 3.8148], [2.0553, -2.1533, 5.4744], [1.1586, -0.7939, 4.7797], [-3.0174, -2.0633, 2.1090], [-3.7260, -2.9193, 3.4924], [-3.3586, -3.7986, 2.0093], [0.1034, 4.6009, 0.9189], [0.5960, 2.9724, 1.4020], [-0.7018, 3.7897, 2.2870], [-3.8458, -0.1192, 0.9653], [-2.6647, -0.8738, -0.1305], [-4.2052, -0.3061, -0.7559], [-3.1685, 1.1811, 4.8839], [1.4600, 1.8683, -1.9456], [2.6959, 2.9512, -2.9048], [0.4161, 2.0604, -2.2585], [1.5173, 2.1134, -0.8685], [4.3521, 2.0704, -3.0837], [3.0273, 4.5969, -2.0445], [2.2474, 3.4544, -4.6710], [3.1356, 3.9505, -5.0965], [1.4160, 4.1721, -4.7037], [2.0042, 2.5931, -5.3066], [4.8452, 1.9593, -2.1079], [5.0109, 2.6594, -3.7399], [4.2253, 1.0747, -3.5296], [3.1054, 4.4869, -0.9549], [2.2435, 5.3323, -2.2705], [3.9821, 4.9987, -2.4141], [1.5971, 2.6971, 5.0813], [1.4635, 2.1228, 4.0485], [1.2936, 1.5154, 3.0049]], "gap_ev": [8.330, 8.222], "relative_energy_kj_mol": 16.94, "spin_multiplicity": 6, "total_charge": 1}

---

Entry 3:
{"formula": "C5H8N2", "method": "ωB97M-V with the def2-TZVPD basis set", "symbols": ["C", "C", "C", "C", "N", "C", "N", "H", "H", "H", "H", "H", "H", "H", "H"], "coordinates": [[2.2126, -0.4179, 0.2655], [0.9870, 0.2526, -0.3455], [-0.2157, -0.6165, -0.5891], [-1.2892, 0.0359, -0.1047], [-2.6477, -0.2394, -0.1940], [-0.7615, 1.2646, 0.5203], [0.5098, 1.3935, 0.4391], [1.9786, -0.8802, 1.2292], [2.5874, -1.1959, -0.4093], [3.0067, 0.3199, 0.4152], [1.2968, 0.7001, -1.3035], [-0.1968, -1.5679, -1.1094], [-3.2118, 0.1406, 0.5532], [-2.8745, -1.2068, -0.3767], [-1.3817, 2.0174, 1.0094]], "gap_ev": 9.355, "relative_energy_kj_mol": 66.74, "smiles": "C[C@H]1C=C(N)C=N1", "spin_multiplicity": 1}

---

Entry 4:
{"formula": "C26H36AsClIMoOP2", "method": "ωB97M-V with the def2-TZVPD basis set", "symbols": ["C", "C", "H", "H", "H", "O", "I", "Mo", "P", "C", "C", "H", "H", "H", "H", "H", "H", "C", "H", "H", "H", "P", "C", "C", "H", "H", "H", "C", "H", "H", "H", "H", "H", "H", "Cl", "C", "C", "C", "C", "C", "C", "As", "C", "C", "C", "C", "C", "C", "C", "C", "C", "C", "C", "C", "H", "H", "H", "H", "H", "H", "H", "H", "H", "H", "H", "H", "H", "H", "H"], "coordinates": [[-0.6403, -0.9108, -1.9005], [-0.8174, -1.7108, -0.6746], [-0.2497, -1.5083, -2.7662], [0.3353, -0.2812, -1.7416], [-1.4477, -0.3760, -2.3064], [-0.0358, -2.7453, -0.6460], [-1.6405, -0.8878, 1.0344], [3.1204, 0.8725, 1.0581], [-3.0502, -2.4719, -0.2714], [-2.2126, -3.8725, 0.4979], [-4.4295, -1.9475, 0.8339], [-5.3588, -2.4813, 0.5366], [-5.1745, -2.0939, -1.4345], [-4.7280, -0.8627, 0.7961], [-4.0988, -0.8272, -1.9413], [-2.0307, -3.7616, 1.5809], [-4.3289, -2.1071, 1.9253], [-4.1410, -1.9052, -1.7170], [-2.7718, -4.8057, 0.3023], [-3.9674, -2.4569, -2.6186], [-1.2084, -4.0771, 0.0601], [3.8530, 3.1003, -0.0174], [5.0439, 1.6282, 0.3884], [2.7917, 2.8416, -1.5343], [1.6066, 3.6938, 1.1876], [3.0809, 4.1169, 1.9554], [2.5583, 2.4405, 2.1863], [2.6173, 3.3065, 1.4165], [1.7361, 3.1474, -1.4708], [3.1984, 3.5142, -2.2744], [5.8561, 2.2364, -0.0537], [4.9321, 0.6656, -0.2018], [2.8520, 1.8494, -1.9901], [5.2554, 1.3910, 1.4701], [0.6988, 0.9842, 0.6881], [5.1071, -4.6510, -0.5729], [4.3131, -3.7874, -1.3110], [3.3527, -2.9682, -0.7032], [3.2495, -2.9494, 0.7009], [4.0408, -3.8253, 1.4492], [4.9282, -4.6950, 0.8086], [1.9059, -1.7429, 1.4608], [1.1407, -3.3074, 2.6523], [0.4331, -3.0537, 3.8397], [-0.3828, -4.0286, 4.4092], [-0.3705, -5.3242, 3.8973], [0.3960, -5.6259, 2.8143], [1.1559, -4.6065, 2.1693], [3.1803, -0.8269, 2.8347], [2.5575, -0.4145, 4.0562], [3.3583, -0.1235, 5.1673], [4.7572, -0.1849, 5.1076], [5.3509, -0.6154, 3.9336], [4.5766, -1.0226, 2.8322], [5.8421, -5.2866, -1.0503], [4.4581, -3.7575, -2.3929], [2.6662, -2.3660, -1.2875], [3.9492, -3.8588, 2.5556], [5.4947, -5.4206, 1.4067], [0.4846, -2.0592, 4.2677], [-1.0544, -3.7835, 5.2078], [-1.0007, -6.1018, 4.3616], [0.4345, -6.6450, 2.4126], [1.6661, -4.8509, 1.2254], [1.4938, -0.3012, 4.1081], [2.9211, 0.2034, 6.1107], [5.3452, 0.1255, 5.9283], [6.4202, -0.6218, 3.8581], [5.0390, -1.4654, 1.9133]], "gap_ev": [4.049, 4.151], "spin_multiplicity": 3, "total_charge": 3}

---

Entry 5:
{"formula": "C13H13NO4", "method": "ωB97M-V with the def2-TZVPD basis set", "symbols": ["C", "C", "C", "C", "O", "O", "C", "C", "C", "O", "N", "H", "C", "C", "C", "C", "C", "O", "H", "H", "H", "H", "H", "C", "H", "H", "H", "H", "H", "H", "H"], "coordinates": [[-1.6124, 0.8939, -0.4941], [-0.4495, 0.7642, -1.3123], [-0.4293, 1.0593, -2.5864], [0.6717, 1.1341, -3.5745], [0.5859, 1.3058, -4.8859], [1.8772, 0.9524, -3.0354], [1.9412, 0.7586, -1.7457], [0.9368, 0.3597, -0.9349], [1.0921, 0.0299, 0.4996], [1.6490, 0.7289, 1.3677], [0.5782, -1.0208, 0.9430], [-0.0336, -1.5809, 0.1155], [0.0629, -1.5443, 2.1702], [-1.1287, -1.4379, 2.7625], [-2.0815, -2.5716, 2.9118], [-3.3032, -1.6939, 3.2494], [-3.2558, -0.4366, 3.1234], [-1.8539, -0.1603, 2.7688], [-3.6970, 0.2302, 3.3792], [-4.1667, -2.2146, 3.5859], [-1.8421, -3.5768, 2.9037], [0.7769, -2.3105, 2.3888], [0.9284, -0.7315, 2.9381], [3.4785, 0.4397, -1.1904], [4.2555, 0.4997, -1.9121], [3.5251, 0.5809, -0.1326], [3.4249, -0.7780, -1.3198], [-1.2389, 1.3638, -3.1259], [-2.3322, 1.6330, -1.0288], [-2.0787, -0.1023, -0.4667], [-1.2538, 1.0887, 0.4791]], "gap_ev": 8.992, "relative_energy_kj_mol": 1110.63, "spin_multiplicity": 1}

---

Entry 6:
{"formula": "C7H8S3", "method": "ωB97M-V with the def2-TZVPD basis set", "symbols": ["S", "C", "S", "C", "C", "S", "C", "C", "C", "C", "H", "H", "H", "H", "H", "H", "H", "H"], "coordinates": [[4.6777, 0.8229, -1.4589], [3.1699, 0.6450, -0.8399], [1.9179, 1.8483, -0.7988], [0.5840, 0.7891, -0.3273], [0.9260, -0.5023, -0.0953], [2.6385, -0.9195, -0.3961], [-0.0757, -1.4845, 0.3252], [-1.3213, -0.8619, 0.9655], [-1.8605, 0.2129, 0.0117], [-0.8332, 1.3416, -0.1191], [-0.3497, -2.0605, -0.5648], [0.4200, -2.1688, 1.0338], [-1.0699, -0.3265, 1.8946], [-2.0461, -1.6586, 1.1572], [-2.0305, -0.3060, -0.9933], [-2.7906, 0.6208, 0.3160], [-0.8427, 1.9351, 0.8029], [-1.1139, 2.0729, -0.9135]], "gap_ev": 7.972, "relative_energy_kj_mol": 0.00, "smiles": "S=c1sc2c(s1)CCCC2", "spin_multiplicity": 1}